Below is C40H45N3O5 in the gas phase, with properties calculated with ωB97M-V with the def2-TZVPD basis set.

```
! wB97M-V def2-TZVPD RIJCOSX def2/J DEFGRID3
* xyz 0 1
C 3.6933 5.3088 -0.8065
O 2.6710 5.1434 0.2070
C 1.8314 4.0746 0.0878
C 1.1591 3.6687 1.2628
C 0.5688 2.4242 1.3109
C 0.5728 1.5931 0.1810
C 0.2888 0.1194 0.3005
C -0.7876 -0.4868 -0.4562
C -2.1439 -0.7663 0.1139
N -3.2015 0.3281 0.0986
C -3.8486 0.6508 -1.0532
C -4.9210 1.5085 -1.0454
C -5.4012 2.0575 0.1659
N -6.5834 2.7566 0.2285
C -7.0523 3.2353 1.5230
C -8.3406 4.0712 1.4786
O -8.6571 4.5777 0.1793
C -8.7491 3.4871 -0.7514
C -7.4017 2.7942 -0.9599
C -4.6533 1.7554 1.3246
C -3.6115 0.8680 1.2701
C -0.3444 -1.0396 -1.7404
C -0.9407 -2.3681 -2.1596
O 0.5400 -0.5268 -2.4409
C 1.0627 2.0803 -1.0291
C 1.7257 3.2936 -1.0881
H 4.2799 6.1597 -0.4579
H 4.3358 4.4134 -0.8738
H 3.2497 5.5349 -1.7909
H 1.1882 4.3230 2.1343
H 0.0859 2.0787 2.2378
H 0.1816 -0.1841 1.3633
H -2.5851 -1.6221 -0.4215
H -2.0493 -1.0702 1.1693
H -3.4693 0.1581 -1.9589
H -5.3969 1.7346 -1.9989
H -7.2352 2.4005 2.2279
H -6.2825 3.8804 1.9834
H -9.1703 3.4493 1.8778
H -8.2287 4.9722 2.0929
H -9.4943 2.7196 -0.4334
H -9.0695 3.9697 -1.6856
H -6.8719 3.3510 -1.7478
H -7.5993 1.7802 -1.3451
H -4.8938 2.1927 2.2857
H -3.0624 0.5453 2.1547
H -1.9798 -2.1968 -2.4776
H -0.3620 -2.7574 -3.0039
H -0.9058 -3.0945 -1.3317
H 0.8987 1.4910 -1.9316
H 2.2015 3.6181 -2.0154
C 5.2619 0.0931 -2.9795
C 5.2246 0.3547 -1.4842
C 5.9538 -0.7582 -0.7443
C 5.8740 1.6798 -1.1665
O 3.8203 0.5312 -0.9515
C 2.9277 -0.4882 -1.1276
C 1.9458 -0.6526 0.0577
N 1.6476 -1.9666 0.1243
C 1.7156 -3.0625 0.7854
C 1.4593 -4.3108 0.0282
C 0.9671 -5.4994 0.6069
C 0.8106 -6.6429 -0.1762
C 1.1339 -6.6229 -1.5393
C 1.5379 -5.4186 -2.1261
C 1.7052 -4.2753 -1.3441
C 2.0606 -3.1348 2.2153
C 2.6939 -4.2595 2.7880
C 3.1955 -4.1706 4.0787
C 3.0446 -2.9991 4.8260
C 2.3524 -1.9208 4.2806
C 1.8923 -1.9777 2.9738
O 3.0001 -1.2771 -2.0508
H 4.8049 0.9233 -3.5319
H 6.3047 0.0064 -3.3261
H 4.7528 -0.8451 -3.2216
H 5.8605 -0.6541 0.3441
H 5.5822 -1.7394 -1.0612
H 7.0355 -0.7491 -0.9618
H 5.8106 1.8926 -0.0954
H 6.9319 1.6994 -1.4407
H 5.3800 2.4831 -1.7196
H 2.4147 -0.1715 0.9868
H 0.6996 -5.5225 1.6706
H 0.4403 -7.5672 0.2708
H 1.0584 -7.5312 -2.1458
H 1.7311 -5.3557 -3.1941
H 2.0476 -3.3356 -1.7884
H 2.8448 -5.1740 2.2070
H 3.7495 -5.0005 4.4997
H 3.4916 -2.9062 5.8182
H 2.2088 -1.0025 4.8383
H 1.3850 -1.1273 2.5214
*
```

## Properties
Energy relative to the best compared isomer or geometry (same formula, charge and spin): 0.0000 eV
E_tot: -56912.9841 eV



Below is 2 unconnected molecules or ions with the total composition C3H5O4S, with properties calculated with ωB97M-V with the def2-TZVPD basis set.

```
! wB97M-V def2-TZVPD RIJCOSX def2/J DEFGRID3
* xyz -1 1
C -1.1093 -0.3546 -1.2116
C -0.3647 0.2075 -0.2639
C -0.2931 -0.6128 1.0100
O 2.4358 1.4094 -0.0743
O 3.9492 -0.6580 0.2707
O -1.0295 -1.5781 1.2441
O 1.5705 -1.2229 0.0296
S 2.7422 -0.3596 -0.5242
H -1.1084 0.1095 -2.3034
H -1.5824 -1.2721 -0.9174
H 0.2885 1.0080 -0.2907
H 0.4439 -0.3952 1.7280
H 2.6795 1.6937 0.8050
*
```

## Properties
Energy relative to the best compared isomer or geometry (same formula, charge and spin): 2.8483 eV
E_tot: -22216.7216 eV



Below is C4H3NO in the gas phase, with properties calculated with ωB97M-V with the def2-TZVPD basis set.

```
! wB97M-V def2-TZVPD RIJCOSX def2/J DEFGRID3
* xyz 0 1
C 0.3033 0.3032 0.3329
C -0.9667 -0.3350 0.1294
C -2.0032 -0.8922 -0.2515
C 1.3367 -0.6287 -0.1234
H 1.1872 1.9068 -0.1119
H 0.3134 0.3874 1.4708
H -2.9576 -1.1301 -0.7809
N 2.4144 -1.1516 -0.2536
O 0.3725 1.5402 -0.4117
*
```

## Properties
Energy relative to the best compared isomer or geometry (same formula, charge and spin): 2.3179 eV
SMILES: C#C[C@H](O)C#N
E_tot: -7730.4261 eV



Below is a molecular structure, C24H39BN12PtSb, with properties calculated with ωB97M-V with the def2-TZVPD basis set.

```
! wB97M-V def2-TZVPD RIJCOSX def2/J DEFGRID3
* xyz 2 2
Pt -0.1974 0.7896 0.6274
C -1.1342 2.7309 3.3453
C -0.5069 1.4274 3.7015
C -0.2822 0.8650 4.9569
C 0.3097 -0.3556 4.7126
N 0.4399 -0.5300 3.3893
N -0.0644 0.5769 2.7727
B 0.9948 -1.6593 2.4768
N 2.0556 -0.9976 1.5682
C 3.3655 -1.2489 1.4894
C 3.9342 -0.3479 0.6100
C 2.8854 0.4606 0.1802
C 2.9425 1.6443 -0.7223
N 1.7557 0.0392 0.7685
N -0.1836 -2.1167 1.5811
C -0.7654 -3.3195 1.5003
C -1.8552 -3.2230 0.6562
C -1.8926 -1.8890 0.2543
C -2.9102 -1.1963 -0.5854
N -0.8622 -1.2479 0.8180
N 1.6037 -2.8754 3.1153
C 1.8248 -3.3040 4.3894
C 2.4333 -4.5230 4.3261
C 2.5670 -4.7999 2.9439
C 3.1713 -6.0053 2.3015
N 2.0668 -3.8084 2.2308
H -1.1977 3.3693 4.2227
H -2.1452 2.5737 2.9644
H -0.5526 3.2417 2.5777
H -0.5185 1.2964 5.9138
H 0.6335 -1.0908 5.4236
H 3.8207 -2.0434 2.0537
H 4.9706 -0.2738 0.3305
H 3.9375 2.0826 -0.6864
H 2.2139 2.3975 -0.4171
H 2.7502 1.3615 -1.7574
H -0.3772 -4.1683 2.0347
H -2.5403 -4.0066 0.3829
H -3.6174 -1.9203 -0.9831
H -2.4450 -0.6672 -1.4140
H -3.4612 -0.4684 0.0132
H 1.5531 -2.7420 5.2629
H 2.7471 -5.1465 5.1458
H 3.5273 -6.7069 3.0516
H 4.0076 -5.7202 1.6633
H 2.4402 -6.5089 1.6690
C -2.8807 1.1098 -3.5368
C -1.6913 0.1590 -3.6157
Sb -0.0842 0.6404 -2.2701
C 1.2665 -0.9841 -2.6929
C 1.2349 -1.4636 -4.1405
C 0.6380 2.4459 -3.2017
C 0.8167 2.3222 -4.7110
H -3.6533 0.7945 -4.2385
H -2.5865 2.1265 -3.8117
H -3.3242 1.1176 -2.5392
H -1.2398 0.1681 -4.6075
H -1.9925 -0.8627 -3.3882
H 0.9533 -1.7712 -2.0044
H 2.2614 -0.6567 -2.3946
H 0.2395 -1.7869 -4.4431
H 1.8965 -2.3245 -4.2424
H 1.5842 -0.7009 -4.8349
H 1.5687 2.7146 -2.7108
H -0.0994 3.2099 -2.9478
H 1.5554 1.5653 -4.9709
H 1.1738 3.2733 -5.1076
H -0.1182 2.0889 -5.2204
N -3.7383 4.5727 -2.1607
C -3.6657 4.9068 -0.8676
N -4.4033 5.9078 -0.4062
N -2.8804 4.2857 -0.0015
C -2.0900 3.2992 -0.0722
N -1.3289 2.4183 0.0290
H -4.3945 5.0059 -2.7886
H -3.1853 3.8116 -2.5109
H -4.9550 6.4909 -1.0126
H -4.3200 6.1699 0.5621
*
```

## Properties
Energy relative to the best compared isomer or geometry (same formula, charge and spin): 1.2975 eV
E_tot: -53851.1520 eV



Below is 2 unconnected molecules or ions with the total composition C3H10ClN, with properties calculated with ωB97M-V with the def2-TZVPD basis set.

```
! wB97M-V def2-TZVPD RIJCOSX def2/J DEFGRID3
* xyz 0 1
C -0.7196 -1.2231 0.2966
C 1.1017 -0.1224 -0.9344
C -0.8076 1.1975 -0.1241
N 0.0736 0.0256 0.1318
H -0.0592 -2.0764 0.5251
H -1.2664 -1.4413 -0.6362
H -1.4505 -1.1146 1.1156
H 0.6079 -0.3086 -1.9029
H 1.7087 0.7946 -1.0195
H 1.7728 -0.9692 -0.7130
H -1.3569 1.0497 -1.0691
H -1.5389 1.3202 0.6925
H -0.2117 2.1222 -0.2045
H 0.5756 0.2000 1.0305
Cl 1.5705 0.5457 2.8117
*
```

## Properties
Energy relative to the best compared isomer or geometry (same formula, charge and spin): 0.0000 eV
E_tot: -17285.6076 eV



Below is a molecular structure, H31O16, with properties calculated with ωB97M-V with the def2-TZVPD basis set.

```
! wB97M-V def2-TZVPD RIJCOSX def2/J DEFGRID3
* xyz -1 1
O 4.6307 -2.6173 -2.5666
H 2.5801 -0.2317 -1.2219
H 0.8694 0.2757 1.5253
O 1.5932 -3.0042 -3.4511
H 3.8220 -2.2416 -2.2108
H 5.1730 -1.9288 -2.9071
O -3.8845 0.4907 2.9789
H 1.9738 -2.1257 -3.5403
H 0.5016 0.7114 3.2152
O 1.1401 0.9427 2.5475
H -2.4049 -0.7502 1.6710
H 2.2612 -3.6825 -3.3440
O 2.4169 -0.0601 -2.1554
H 0.4042 2.4281 1.6090
H 0.7501 0.1584 -0.3195
O -3.5277 -2.5710 -2.2984
H -2.3296 1.7977 -0.5013
H 2.0855 -2.8284 1.6428
O 1.4683 2.7349 -2.8438
H 1.2091 3.5395 -2.3862
H 1.0963 2.0842 -2.2367
O -0.8474 3.7441 -1.3981
H -1.6740 3.7813 -1.8560
H -4.6660 0.7438 3.4623
O 3.1756 0.8431 0.5190
H 3.0227 1.7872 0.4660
O 0.1620 3.2540 1.1302
H 2.2767 0.8505 -2.4106
H 0.9934 3.7015 0.9537
O -2.3864 1.8562 0.4533
H -3.2468 1.2059 3.0047
H -2.0614 1.0157 0.7855
O 0.3850 -0.1177 0.5180
H -0.7681 -0.5448 1.6888
H 1.2393 -1.6766 1.7823
O -2.7611 -3.0402 3.5085
H -1.7011 -1.7640 -0.5192
H -3.7621 -1.6404 -2.2691
O 2.1689 -1.8723 1.7313
H -1.1954 -0.3017 -0.7366
H -2.7090 -2.8292 2.5612
O -1.5669 -0.9556 2.0813
H 2.5226 0.4679 1.1197
H -0.8996 3.8904 -0.4408
O -1.9743 -0.8494 -0.6021
H -2.9736 -2.1038 3.6741
H -2.5817 -2.5675 -2.4141
*
```

## Properties
Energy relative to the best compared isomer or geometry (same formula, charge and spin): 2.9198 eV
E_tot: -33264.9098 eV